Version A
The following is a quantum chemistry calculation of a 12-piece molecular cluster, C4H27NO11 overall, from the OMol25 dataset.

Each line ends with the natural charge from an NBO analysis.
Element x y z (Å)
H (-1.21461, 0.93631, -2.26872)  0.51
H (0.67296, -0.57372, 2.20557)  0.18
H (-0.05931, 1.88177, 0.43161)  0.46
H (3.03351, 0.20946, -1.57545)  0.49
H (1.82450, -1.18134, -1.62824)  0.39
O (-2.35921, 0.50766, 3.34699)  -0.95
N (1.51500, -1.32725, -0.77436)  -0.50
H (-1.84281, 1.24719, 3.72023)  0.51
H (0.60414, 3.17481, 0.04223)  0.48
H (-2.34420, 0.55129, 2.38077)  0.49
C (1.54608, -2.29812, 1.15630)  -0.27
H (-1.83029, -1.07889, 3.51485)  0.53
H (-2.16948, -2.71277, -1.22278)  0.48
H (-0.84897, -2.48004, 3.39231)  0.48
H (-1.44403, -1.87351, 1.38562)  0.52
H (-3.01735, 1.77948, -1.16034)  0.49
H (2.11032, 0.94573, -2.63125)  0.49
C (1.10721, -0.31170, -0.01515)  -0.08
O (-1.37242, -2.06730, 0.36094)  -1.03
O (1.87685, 3.74346, -1.41639)  -0.93
O (-1.00203, 1.55830, -3.08392)  -0.99
H (0.40224, 1.89875, 3.80288)  0.48
H (1.57930, -2.87655, 2.11265)  0.22
O (-1.41481, -3.13378, -1.65643)  -0.96
O (0.20347, 2.70839, 0.73320)  -0.95
H (-0.33173, 2.26716, -3.01011)  0.49
C (1.90689, -2.51873, -0.10399)  -0.10
H (2.65385, 3.18071, -1.46206)  0.50
O (0.04705, 1.07329, 3.52623)  -0.95
H (0.76233, 0.64287, 3.11754)  0.48
H (1.30827, 3.22174, -1.95826)  0.44
H (-1.41277, -3.73235, -0.92211)  0.48
O (0.46526, -0.75052, -3.78136)  -0.98
H (-0.25293, -0.11530, -3.76338)  0.49
C (1.11226, -0.89884, 1.25064)  -0.32
H (-2.59170, 2.95818, -0.03818)  0.51
H (2.43513, -3.39574, -0.48158)  0.23
O (-1.71446, -2.03155, 3.11255)  -1.00
H (-0.91867, -1.60635, -0.20015)  0.46
O (-2.39788, 2.23178, -0.62248)  -1.00
H (0.85868, 0.71864, -0.31104)  0.23
H (-0.04635, -1.54839, -3.69056)  0.48
O (2.56072, 1.07576, -1.81480)  -0.97

Computed properties:
HOMO-LUMO gap in eV: 8.647
SMILES: c1cc[nH]c1.O.O.O.O.O.O.O.O.O.O.O
Molar mass in g/mol: 265.3

Version B
The following is a quantum chemistry calculation of a 10-piece molecular cluster, C4H27NO11 overall, from the OMol25 dataset.

Each line ends with the natural charge from an NBO analysis.
Element x y z (Å)
H (-0.01226, -0.57463, 4.12592)  0.48
O (-3.28455, -0.33360, 3.63300)  -0.95
H (-2.50299, -0.70253, 3.48292)  0.48
H (2.97303, 0.47864, 0.66355)  0.47
H (4.28932, 0.07087, 1.36810)  0.48
C (-0.60560, -0.11183, -1.71270)  -0.24
H (-0.24080, -0.00523, -2.68593)  0.20
O (0.98863, 3.14737, 2.76816)  -0.92
H (0.50620, -0.60385, 0.01530)  0.37
O (-2.99034, 0.40374, -1.08864)  -0.73
H (-0.25399, 3.09102, -2.95234)  0.46
H (1.72289, 3.25813, -0.30364)  0.48
H (-0.75960, 1.01141, -1.28578)  0.18
H (-2.72356, 0.41748, -0.13256)  0.48
H (-0.62759, -2.72536, 1.03405)  0.47
H (0.97876, 2.49767, 2.18666)  0.46
O (-1.44222, -2.43838, 0.93038)  -0.95
H (1.67350, -2.13375, 0.76027)  0.49
H (-0.00481, 0.85197, 0.82544)  0.45
N (0.38311, -0.96561, -0.92654)  -0.64
C (1.59129, -1.38411, -1.57909)  0.72
H (-3.80058, -0.06552, 2.96230)  0.46
H (-2.68747, -0.43317, -2.81736)  0.18
O (3.49117, 0.57744, 1.45316)  -0.95
H (1.60361, -3.46458, 0.99609)  0.48
H (1.90130, 3.40030, 2.83750)  0.46
H (-0.63014, 1.91747, -0.01758)  0.47
O (2.58654, -1.56309, -0.87780)  -0.66
C (1.50887, -1.48427, -3.06485)  -0.72
C (-2.25066, -0.53040, -1.76489)  -0.06
H (-2.00767, -3.12478, 1.34525)  0.47
H (-1.54468, 2.58730, -3.33181)  0.47
H (0.28406, 3.50805, -0.78332)  0.47
H (0.89471, -2.40235, -3.08940)  0.25
O (-0.56646, 2.29038, -3.23085)  -0.92
H (2.47494, -1.56625, -3.58642)  0.25
H (1.12024, -0.62436, -3.46616)  0.24
O (-0.55187, 1.64801, 0.96225)  -0.92
H (-2.35413, -1.44800, -1.25021)  0.19
O (-0.81468, -1.12679, 3.94919)  -0.96
O (1.09283, 2.94719, -0.91509)  -0.95
H (-0.53402, -1.65806, 3.17957)  0.48
O (1.12567, -2.63397, 1.38392)  -0.97

Computed properties:
HOMO-LUMO gap in eV: 9.571
SMILES: CC(=O)NCCO.O.O.O.O.O.O.O.O.O
Molar mass in g/mol: 265.3

Most stable one: version B, least stable one: version A.

Version A
The following is a quantum chemistry calculation of a 2-piece molecular cluster, CH5NO3 overall, from the OMol25 dataset.

Each line ends with the natural charge from an NBO analysis.
Element x y z (Å)
H (3.39819, 2.05466, -0.35130)  0.47
H (-5.03088, -4.93547, -0.28716)  0.46
N (1.47974, 2.56843, 0.79490)  -0.86
C (1.58242, 1.55359, -0.11139)  0.87
H (0.57344, 2.95661, 0.97287)  0.41
H (2.27581, 3.15317, 1.00237)  0.38
H (-3.60088, -4.55188, -0.18510)  0.47
O (-4.20996, -4.99034, -0.79249)  -0.93
O (2.87007, 1.25933, -0.48920)  -0.68
O (0.66205, 0.93191, -0.55349)  -0.60

Computed properties:
HOMO-LUMO gap in eV: 11.113
SMILES: NC(=O)O.O
Molar mass in g/mol: 79.1

Version B
The following is a quantum chemistry calculation of one molecule with the formula CH5NO3, from the OMol25 dataset.

Each line ends with the natural charge from an NBO analysis.
Element x y z (Å)
C (0.38544, -0.62253, 1.04251)  0.09
N (-0.27313, 0.16424, -0.45449)  -0.04
H (1.33149, -0.05923, 1.15016)  0.18
O (0.30890, 1.34457, -1.02741)  -0.56
H (-0.15634, 2.04178, -0.53123)  0.48
H (0.16268, -0.90824, -1.97612)  0.48
H (0.02071, -1.62454, 0.73324)  0.18
H (-0.75853, 0.58811, 0.51077)  0.46
O (-0.36242, -0.26848, 2.07220)  -0.76
O (-0.65880, -0.65568, -1.51963)  -0.52

Computed properties:
HOMO-LUMO gap in eV: 9.365
SMILES: [O-]C[NH+](O)O
Molar mass in g/mol: 79.1

Most stable one: version A, least stable one: version B.

Version A
The following is a quantum chemistry calculation of a 2-piece molecular cluster, C3H11N overall, from the OMol25 dataset.

Each line ends with the natural charge from an NBO analysis.
Element x y z (Å)
H (1.31441, -1.42947, -1.94280)  0.19
H (2.73542, -1.34343, -1.01229)  0.19
H (1.16020, 1.03768, -1.71577)  0.36
H (2.82884, -0.61483, -2.64107)  0.17
H (-1.08962, 1.29752, 2.16172)  0.20
C (2.18757, -0.79610, -1.78138)  -0.41
C (-1.75028, 1.00808, 1.39703)  -0.60
H (-0.83104, -0.92434, 1.00430)  0.20
H (2.34756, 0.89276, -0.53457)  0.36
H (-2.46285, -0.86266, 0.51314)  0.20
H (-2.05784, -1.00594, 2.21527)  0.20
H (-2.71869, 1.36783, 1.76269)  0.19
H (-1.56715, 1.45519, 0.42571)  0.21
N (1.70565, 0.42367, -1.14471)  -0.87
C (-1.80219, -0.50597, 1.29273)  -0.60

Computed properties:
HOMO-LUMO gap in eV: 10.063
SMILES: CC.CN
Molar mass in g/mol: 61.1

Version B
The following is a quantum chemistry calculation of a 2-piece molecular cluster, C3H11N overall, from the OMol25 dataset.

Each line ends with the natural charge from an NBO analysis.
Element x y z (Å)
H (-2.45542, -1.06653, -2.60669)  0.22
C (-2.98796, -0.14905, -2.84159)  -0.85
H (1.46783, 1.41805, 2.30973)  0.21
H (-3.75307, -0.36153, -3.58553)  0.21
H (-0.38077, -0.30522, 1.56295)  0.35
H (2.85284, 0.36563, 2.73386)  0.21
H (0.09584, 0.36499, 0.13762)  0.35
C (1.61482, -0.49957, 1.18919)  -0.23
H (-3.44587, 0.14512, -1.89514)  0.21
H (1.70540, -1.43082, 1.76092)  0.19
H (2.86607, 1.35274, 1.33721)  0.20
H (-2.32970, 0.61450, -3.18092)  0.21
C (2.20201, 0.70722, 1.92088)  -0.64
N (0.23192, -0.41131, 0.76818)  -0.83
H (2.31604, -0.74423, 0.38934)  0.19

Computed properties:
HOMO-LUMO gap in eV: 10.329
SMILES: CCN.C
Molar mass in g/mol: 61.1

Most stable one: version B, least stable one: version A.